DFT (wB97M-V/def2-TZVPD) results for C42H28Cl5OP2RuS as an isolated structure.

CARTESIAN COORDINATES (ANGSTROEM)
Ru (-0.026, 0.118, 0.212)
O (-1.151, -1.605, -2.556)
S (-0.120, -0.689, -2.087)
C (1.482, -1.233, -2.627)
C (1.753, -1.631, -3.900)
C (3.026, -1.984, -4.335)
C (4.044, -2.124, -3.405)
C (3.709, -1.823, -2.071)
C (2.486, -1.286, -1.644)
P (2.209, -0.988, 0.120)
C (2.451, -2.415, 1.140)
C (2.130, -2.224, 2.496)
C (2.603, -3.033, 3.464)
C (3.531, -4.011, 3.130)
C (3.815, -4.273, 1.819)
C (3.291, -3.431, 0.831)
C (3.489, 0.216, 0.758)
C (4.573, 0.581, -0.040)
C (5.619, 1.176, 0.669)
C (5.663, 1.378, 2.023)
C (4.548, 1.115, 2.775)
C (3.462, 0.554, 2.119)
C (-0.465, 0.856, -2.925)
C (0.131, 1.215, -4.090)
C (-0.197, 2.420, -4.683)
C (-1.026, 3.303, -3.972)
C (-1.673, 2.874, -2.784)
C (-1.368, 1.658, -2.209)
P (-1.967, 1.114, -0.598)
C (-2.427, 2.511, 0.386)
C (-3.547, 2.350, 1.262)
C (-3.716, 3.319, 2.200)
C (-2.980, 4.505, 2.181)
C (-1.967, 4.725, 1.268)
C (-1.628, 3.697, 0.375)
C (-3.597, 0.293, -0.789)
C (-3.720, -1.082, -0.599)
C (-4.946, -1.701, -0.850)
C (-6.031, -0.915, -1.310)
C (-5.900, 0.441, -1.512)
C (-4.671, 1.035, -1.278)
H (0.976, -1.495, -4.631)
H (3.123, -2.010, -5.409)
H (5.034, -2.512, -3.542)
H (4.495, -1.870, -1.356)
H (1.434, -1.408, 2.764)
H (2.353, -2.887, 4.528)
H (3.932, -4.680, 3.924)
H (4.390, -5.126, 1.537)
H (3.576, -3.598, -0.199)
H (4.604, 0.523, -1.157)
H (6.440, 1.622, 0.132)
H (6.518, 1.811, 2.436)
H (4.510, 1.294, 3.807)
H (2.631, 0.399, 2.726)
H (0.708, 0.471, -4.697)
H (0.199, 2.722, -5.605)
H (-1.213, 4.242, -4.379)
H (-2.307, 3.544, -2.159)
H (-4.165, 1.484, 1.326)
H (-4.491, 3.234, 2.958)
H (-3.222, 5.253, 2.932)
H (-1.433, 5.656, 1.223)
H (-0.790, 3.778, -0.308)
H (-2.897, -1.733, -0.299)
H (-5.030, -2.737, -0.758)
H (-6.953, -1.406, -1.435)
H (-6.761, 1.090, -1.859)
H (-4.592, 2.132, -1.345)
Cl (-0.939, -3.234, 0.763)
C (-1.562, -2.017, 1.859)
C (-0.966, -0.764, 1.805)
C (-1.445, 0.066, 2.770)
Cl (1.102, 2.085, -0.114)
C (-2.343, -0.171, 3.736)
Cl (-2.869, 1.013, 4.898)
C (-2.917, -1.483, 3.821)
Cl (-4.271, -1.907, 4.754)
C (-2.493, -2.435, 2.834)
Cl (-3.256, -3.954, 2.758)

Results
- E (eV) = -140642.93942
- 2S+1 = 6
- charge = +2